A 6-piece molecular cluster, C19H54N4O7 overall, computed with wB97M-V/def2-TZVPD.

Structure (XYZ):
```
84
Properties=species:S:1:pos:R:3:mulliken_charge:R:1
C -1.7979 -5.5658 0.8524 -0.54
O -2.3660 -5.3186 2.1301 -0.40
C -2.6038 -3.9269 2.3649 -0.55
C -3.7184 -3.3758 1.4456 0.87
C -3.8576 -1.8839 1.7489 -1.34
N -4.9453 -4.1053 1.6154 -0.64
H -0.9318 -4.9075 0.7445 0.24
H -2.4835 -5.3215 0.0345 0.21
H -1.5709 -6.6225 0.7603 0.27
H -2.9516 -3.9441 3.3988 0.34
H -1.6871 -3.3324 2.3023 0.16
H -3.3180 -3.4168 0.4307 -0.05
H -2.9928 -1.3773 1.3262 -0.02
H -4.0663 -1.7769 2.8133 0.46
H -4.7070 -1.5001 1.1747 0.42
H -5.4434 -3.9654 2.4850 0.26
H -4.7812 -5.1045 1.5739 0.28
C 1.3218 4.3627 0.8531 -0.64
O 1.6096 5.0757 -0.3140 -0.36
C 0.9584 6.3482 -0.3664 -0.82
C -0.3948 6.2030 -1.0565 0.83
C -0.2708 6.0823 -2.5744 -1.35
N -1.3174 7.2754 -0.6711 -0.66
H 0.2884 4.0029 0.9120 0.30
H 1.6144 4.8483 1.7886 0.37
H 1.9087 3.4400 0.8399 0.13
H 0.8606 6.6839 0.6683 0.34
H 1.6221 7.0260 -0.9055 0.36
H -0.7991 5.2369 -0.7412 0.01
H 0.5715 5.4304 -2.8206 0.32
H -0.2149 7.0574 -3.0590 0.40
H -1.1841 5.6063 -2.9402 0.29
H -1.1384 8.1109 -1.2080 0.24
H -2.2824 6.9965 -0.7472 0.24
C -1.1931 1.7322 -2.3408 -0.82
O -1.0895 0.3770 -2.0095 -0.06
C -1.8202 -0.6144 -2.6997 -1.11
C -3.2402 -0.8171 -2.1718 1.54
C -3.9229 -2.0798 -2.6523 -1.66
N -4.1534 0.2871 -2.5285 -0.78
H -1.0298 1.8917 -3.4134 0.39
H -0.4222 2.2425 -1.7638 0.15
H -2.1261 2.2542 -2.0942 0.27
H -1.9121 -0.2636 -3.7408 0.49
H -1.2125 -1.5197 -2.6702 0.33
H -3.1944 -0.7457 -1.0807 -0.29
H -3.3368 -2.9974 -2.5260 0.33
H -4.0441 -2.0709 -3.7416 0.44
H -4.9006 -2.2095 -2.1991 0.36
H -4.1012 0.5298 -3.5193 0.32
H -3.8908 1.1809 -2.1186 0.22
C 5.4999 -0.7040 -2.7988 -0.83
O 4.9147 -0.6109 -1.5333 -0.26
C 5.5945 -1.4108 -0.5760 -0.96
C 4.8133 -1.7426 0.6892 0.74
C 3.8384 -2.9246 0.6663 -1.16
N 4.2233 -0.4670 1.1146 -0.57
H 4.9111 -0.0683 -3.4640 0.24
H 5.4725 -1.7200 -3.2004 0.33
H 6.5163 -0.3042 -2.8900 0.31
H 6.0741 -2.2845 -1.0306 0.46
H 6.4339 -0.7938 -0.2247 0.33
H 5.5659 -2.0221 1.4309 0.15
H 4.3591 -3.8160 1.0422 0.43
H 3.3597 -3.1696 -0.2777 0.32
H 3.1014 -2.8324 1.4685 0.08
H 3.4022 -0.5488 1.6986 0.16
H 3.9803 0.1043 0.3171 0.29
O -0.1483 1.0157 2.4339 -0.63
C -0.4862 0.6441 1.1049 0.42
C -0.2827 -0.8229 0.7824 -0.51
O 1.1064 -1.0719 0.5148 -0.25
H 0.6754 0.5184 2.6268 0.38
H -1.5337 0.8842 0.8797 0.35
H 0.0765 1.3360 0.4589 -0.18
H -0.9271 -1.0495 -0.0696 -0.18
H -0.4693 -1.4477 1.6563 0.25
H 1.3232 -0.5129 -0.2439 0.33
C 2.6580 -1.3031 4.2965 -0.69
O 1.9168 -0.1821 3.8421 -0.51
H 2.4826 -2.1847 3.6890 0.21
H 3.7324 -1.0999 4.2928 0.31
H 2.3720 -1.5155 5.3298 0.32
H 2.1025 0.5882 4.3848 0.23
```

LUMO level ... 0.59 eV
HOMO level ... -8.72 eV
Spin multiplicity ... 1
E_tot ... -1501.85890 hartree
SMILES ... COC[C@H](C)N.COC[C@H](C)N.COC[C@H](C)N.COC[C@H](C)N.OCCO.CO
Total charge ... 0
Orbital gap ... 9.3 eV

---

C19H55CuO12S9 as an isolated structure, computed with wB97M-V/def2-TZVPD.

Structure (XYZ):
```
96
Properties=species:S:1:pos:R:3:mulliken_charge:R:1
Cu 0.0890 -0.1840 0.5592 1.23
O -3.4026 -1.6154 -0.6179 -0.51
C -2.3821 -1.1262 0.0304 0.39
O -2.5698 -0.8978 1.2258 -0.66
O -1.3476 -0.7767 -0.5905 -0.81
H -4.0852 -1.5805 0.1089 0.36
C 1.1088 3.6552 2.8038 -0.74
S 1.5624 5.1665 1.9120 0.46
O 2.4400 4.8473 0.7653 -0.61
C 2.5663 6.0123 3.1150 -1.06
H 1.9965 3.3525 3.4251 0.47
H 0.7648 2.9428 2.0776 -0.39
H 0.2808 4.0435 3.3863 0.62
H 3.4777 5.4755 3.3277 0.30
H 1.9509 6.1523 4.0136 0.39
H 2.7605 6.9867 2.7333 0.38
C 2.7583 -2.0027 -4.3909 -0.75
S 3.9147 -3.2561 -3.6640 0.50
O 3.0589 -4.2182 -2.9839 -0.57
C 4.3593 -4.1569 -5.1631 -0.95
H 2.1252 -2.5883 -5.0508 0.36
H 3.2099 -1.2388 -4.9296 0.44
H 2.1729 -1.6113 -3.4927 0.01
H 3.4417 -4.2828 -5.7318 0.28
H 4.6025 -5.1670 -4.7541 0.31
H 5.1556 -3.8850 -5.8619 0.35
C -1.3201 4.0532 -0.1161 -0.80
S -1.4364 2.2649 -0.4823 0.41
O -0.9562 1.5253 0.7517 0.00
C -3.2646 1.9956 -0.4858 -0.94
H -0.3942 4.4195 -0.5775 0.31
H -1.3705 4.3358 0.9363 0.26
H -2.1180 4.4753 -0.7483 0.28
H -3.9133 2.8457 -0.6895 0.44
H -3.4585 1.7550 0.5599 0.26
H -3.5234 1.1119 -1.1081 0.27
C 0.4148 -3.7289 -1.2388 -0.40
S 0.6194 -3.4676 0.5364 0.44
O 0.8517 -1.9741 0.6927 -0.13
C -0.9547 -3.8136 1.2649 -0.51
H -0.4143 -4.3776 -1.5448 -0.08
H 1.3656 -4.2566 -1.5039 0.39
H 0.3722 -2.7368 -1.7600 0.25
H -0.8059 -3.6944 2.3123 0.31
H -1.2318 -4.8998 1.1390 0.46
H -1.7342 -3.1786 0.8162 -0.08
C -2.1590 -6.0813 -3.4958 -0.95
S -2.7417 -6.4296 -1.9286 0.32
O -1.8949 -5.5766 -0.9696 -0.48
C -4.2908 -5.5573 -2.2122 -0.88
H -1.9835 -4.9912 -3.5542 0.28
H -2.8134 -6.4146 -4.2375 0.44
H -1.1327 -6.5649 -3.5650 0.29
H -4.9381 -5.8092 -1.3274 0.31
H -4.6061 -6.0596 -3.0800 0.44
H -4.1297 -4.4627 -2.1962 0.20
C 3.6983 1.3520 0.7054 -0.71
S 3.2077 0.6842 -0.8223 0.52
O 1.7051 0.6622 -0.7485 -0.48
C 3.7091 2.0461 -1.8579 -1.04
H 3.1684 2.2639 0.8676 0.05
H 4.7646 1.5903 0.5700 0.49
H 3.5112 0.7847 1.6045 0.08
H 3.4415 1.6882 -2.8473 0.36
H 4.7637 2.2972 -1.6606 0.43
H 3.0739 2.9267 -1.5944 0.25
C -1.5635 0.5264 3.9454 -1.08
S -0.0280 -0.3193 3.6393 0.74
O 0.7287 0.4259 2.5247 -0.32
C 0.7638 0.3887 5.0767 -1.03
H -2.4051 0.2667 3.2609 0.17
H -1.2833 1.5557 3.7269 0.16
H -1.7784 0.4265 4.9765 0.61
H 0.7918 1.4252 4.8920 0.26
H 1.8443 0.0453 5.1215 0.27
H 0.1969 0.2312 5.9905 0.47
C 3.6187 -2.4941 2.7884 -0.35
S 3.3876 -2.9782 4.4824 0.34
O 3.0482 -1.6546 5.1828 -0.64
C 1.8974 -3.9194 4.3039 -0.51
H 3.7328 -3.4024 2.2312 0.44
H 4.4879 -1.8191 2.6291 0.35
H 2.6920 -1.9912 2.4877 -0.35
H 2.0282 -4.6886 3.3916 0.23
H 0.9690 -3.2518 4.1656 -0.04
H 1.8043 -4.4418 5.2392 0.45
C -3.5310 6.4405 -3.8044 -0.83
S -4.9385 5.5501 -3.0525 0.39
O -4.2914 4.5759 -2.0815 -0.59
C -5.7717 6.8984 -2.0908 -0.95
H -2.7965 5.6455 -3.9441 0.27
H -3.2558 7.2476 -3.0969 0.26
H -3.7560 6.8519 -4.8171 0.37
H -6.1560 7.5854 -2.8461 0.39
H -5.0054 7.3996 -1.4896 0.29
H -6.5220 6.4243 -1.4904 0.33
```

LUMO level (alpha / beta) ... -1.30 / -2.47 eV
HOMO level (alpha / beta) ... -10.71 / -10.71 eV
Spin multiplicity ... 2
E_tot ... -6883.51791 hartree
Total charge ... +1
Orbital gap (alpha / beta) ... 9.4 / 8.2 eV

---

A 21-piece molecular cluster, C19H57ClN8O20S2 overall, computed with wB97M-V/def2-TZVPD.

Structure (XYZ):
```
107
Properties=species:S:1:pos:R:3:mulliken_charge:R:1
N 0.1361 -6.1387 -2.7450 -0.59
Cl -1.0827 -8.2129 3.1387 -0.21
C -0.1482 -5.2226 -2.0806 -0.87
C -3.1645 2.6718 -0.1093 1.67
C -3.0568 1.4666 -0.2301 -1.67
N -0.4390 0.5080 -4.2949 -0.71
N 0.4032 1.2518 -3.7418 0.00
N -0.2426 -0.8345 -4.0818 -0.45
N -0.4016 -1.8196 -0.6454 -0.08
N -1.8029 -3.2295 0.5737 -0.61
S 1.3275 -2.4058 -2.5956 -0.37
S -1.9276 -0.6766 1.0791 -0.16
C 0.7898 -0.8622 -3.2792 0.60
C -1.3333 -2.0480 0.2536 0.15
C 0.0079 -2.8608 -1.4680 -0.04
C -1.4072 -4.2668 -0.2130 0.79
C -3.1185 -7.6125 -0.1245 -0.73
C -2.6328 -8.1076 1.0206 -0.29
C -2.7796 -6.3342 -0.5410 -0.26
C -1.3103 -6.2294 1.3522 -0.45
C -1.6941 -7.4531 1.7483 0.23
C -0.5348 -4.1168 -1.2654 1.27
C -1.7909 -5.6386 0.2028 0.41
N 1.2688 0.3845 -3.0848 1.10
N 2.1942 1.8267 0.2892 0.74
C -2.9508 -0.0272 -0.4270 -0.54
C 2.8657 0.7185 0.9228 -1.07
C 1.4481 2.6446 1.2052 -0.85
C 2.1869 0.8366 -2.0477 -1.20
C 1.3261 1.4826 -0.8733 0.31
H -3.1217 3.6984 -0.1430 0.17
H -3.8340 -8.1387 -0.8116 0.29
H -2.9433 -9.0942 1.4915 0.30
H -3.1773 -5.8618 -1.4029 0.53
H -0.5149 -5.7625 1.9331 0.29
H -3.8927 -0.4738 -0.5053 0.36
H -2.5157 -0.3282 -1.3386 0.15
H 2.1125 0.0492 1.2173 0.45
H 3.5571 0.2479 0.2076 0.41
H 3.4351 0.9573 1.7942 -0.04
H 0.5054 2.0822 1.3827 0.36
H 1.1574 3.5626 0.7498 -0.12
H 2.0275 2.9053 2.1042 0.40
H 2.7417 -0.0573 -1.7772 0.35
H 2.9224 1.4979 -2.4308 0.36
H 0.6428 0.6930 -0.6008 -0.08
H 0.8097 2.3763 -1.2306 -0.06
O -5.8547 -2.2889 0.4636 -0.66
H -5.3727 -2.5708 -0.3802 0.34
H -6.7795 -2.6991 0.4502 0.30
O 0.5182 -4.9924 4.6084 -0.68
H -0.3007 -4.7842 5.1650 0.32
H 0.8118 -4.1401 4.1487 0.33
O 0.5531 1.2303 3.9688 -0.53
H -0.2878 1.1061 4.5176 0.27
H 0.7969 2.2122 3.9835 0.30
O -3.8906 6.2531 -0.2873 -0.72
H -3.3763 7.0931 -0.0557 0.29
H -3.4159 5.7942 -1.0541 0.33
O -3.4478 -1.0021 -3.4710 -0.68
H -2.5699 -0.8337 -3.9451 0.35
H -4.0599 -0.2174 -3.6532 0.31
O 3.9443 1.3298 4.6053 -0.68
H 3.1535 1.9565 4.5304 0.33
H 3.9176 0.8965 5.5193 0.31
O 5.8417 0.0784 2.8014 -0.70
H 6.5721 0.1837 3.4937 0.30
H 4.9667 0.3660 3.2203 0.41
O 4.5844 3.3429 -0.5577 -0.75
H 3.7171 2.8265 -0.6279 0.33
H 4.7920 3.7354 -1.4669 0.33
O 1.6379 3.6070 4.9431 -0.60
H 0.9744 4.2880 4.5972 0.30
H 1.8295 3.8186 5.9139 0.27
O 3.9821 -0.1349 -4.3335 -0.64
H 4.3838 -0.8595 -3.7528 0.29
H 4.7196 0.5088 -4.5896 0.33
O 2.6470 2.3577 -5.4952 -0.66
H 2.8656 1.4790 -5.0437 0.34
H 2.1961 2.9573 -4.8164 0.31
O 1.9479 -6.2261 2.5063 -0.65
H 2.4033 -5.3765 2.1987 0.29
H 1.4013 -6.0102 3.3299 0.34
O -2.8677 -5.0385 -4.2111 -0.64
H -2.7237 -6.0172 -3.9986 0.32
H -3.5881 -4.6849 -3.5949 0.32
O 1.8252 6.4383 0.2786 -0.68
H 1.8064 6.0530 -0.6567 0.38
H 1.0257 6.0786 0.7838 0.40
O -5.5325 0.3051 1.3942 -0.61
H -5.9637 0.9513 0.7461 0.29
H -5.4050 -0.5794 0.9195 0.39
O 6.2527 1.3715 0.4370 -0.72
H 6.0208 1.0256 1.3592 0.41
H 5.5726 2.0769 0.1848 0.37
O -0.6293 5.5757 1.2549 -0.64
H -1.3051 6.2475 0.9147 0.29
H -0.9130 5.2848 2.1815 0.25
O 1.9125 4.6154 -2.1191 -0.55
H 2.9174 4.7340 -2.1247 0.23
H 1.5445 5.0040 -2.9778 0.27
O -0.6652 4.3820 -1.2156 -0.58
H -0.6172 4.9062 -0.3515 0.48
H 0.2788 4.2402 -1.5511 0.02
O -5.6616 4.7449 1.1252 -0.63
H -4.9917 5.0301 0.4226 0.38
H -6.1427 3.9219 0.7862 0.32
```

LUMO level ... -0.80 eV
HOMO level ... -8.78 eV
Spin multiplicity ... 1
E_tot ... -3957.34078 hartree
Total charge ... 0
Orbital gap ... 8.0 eV

---

Largest force on an atom across the listed records, respectively: 1.8; 3.9; 4.3 eV/A.